1.
DFT (the ωB97M-V functional and the def2-TZVPD basis) results for a 3-piece molecular cluster, C36H49BF16NO6P overall.

Each line ends with the Mulliken charge.
Element x y z (Å)
C  -1.752  -6.627  -1.071  -0.966
C  -2.058  -6.501  -2.533  0.626
O  -2.394  -7.424  -3.197  -0.561
O  -1.974  -5.252  -3.049  -0.265
C  -0.589  -4.943  -3.466  -2.048
P  -0.680  -2.980  -3.842  1.975
C  -0.901  -2.668  -2.016  -2.293
C  0.021  -1.658  -1.291  1.190
C  -0.751  -0.733  -0.336  0.367
C  0.077  -0.449  0.933  -1.704
C  -1.170  0.612  -0.921  -1.161
C  0.820  -3.135  -4.928  -2.008
C  2.213  -2.673  -4.537  0.899
C  2.891  -1.866  -5.460  -1.159
C  4.186  -1.419  -5.260  -0.711
C  4.861  -1.764  -4.101  -0.784
C  4.222  -2.594  -3.190  -0.950
C  2.924  -3.063  -3.396  1.526
C  2.366  -4.027  -2.389  -1.214
C  -1.046  -1.112  -4.303  -1.850
C  0.004  -0.081  -4.707  0.931
C  -0.699  1.063  -5.474  -1.865
O  0.631  0.464  -3.548  0.231
C  1.850  1.101  -3.841  -0.274
C  2.472  1.687  -2.605  0.287
C  2.679  0.918  -1.464  0.438
C  3.281  1.446  -0.332  -0.654
C  3.713  2.767  -0.338  -0.579
C  3.513  3.543  -1.472  -0.781
C  2.900  3.015  -2.598  -0.783
B  -2.354  -3.485  -4.742  0.953
N  -2.267  -4.203  -6.019  -0.612
O  -3.573  -3.127  -4.234  -0.720
H  -1.453  -7.645  -0.865  0.332
H  -0.913  -5.983  -0.815  0.261
H  -2.602  -6.330  -0.468  0.269
H  -0.417  -5.540  -4.359  0.498
H  0.079  -5.269  -2.673  0.715
H  -1.916  -2.287  -1.904  1.074
H  -0.894  -3.601  -1.466  0.356
H  0.678  -2.239  -0.645  0.669
H  0.674  -1.118  -1.967  -1.185
H  -1.659  -1.223  0.015  0.376
H  0.452  -1.382  1.345  0.433
H  0.897  0.217  0.685  0.146
H  -0.565  0.016  1.677  0.512
H  -1.888  1.074  -0.242  0.543
H  -0.336  1.301  -1.015  0.038
H  -1.657  0.546  -1.889  0.312
H  0.577  -2.615  -5.850  0.769
H  0.899  -4.176  -5.237  0.839
H  2.391  -1.582  -6.374  0.407
H  4.661  -0.793  -5.999  0.422
H  5.864  -1.405  -3.939  0.408
H  4.761  -2.892  -2.303  0.381
H  2.185  -4.990  -2.867  0.320
H  3.090  -4.209  -1.602  0.561
H  1.434  -3.710  -1.938  0.052
H  -1.792  -1.099  -5.097  0.690
H  -1.568  -0.685  -3.448  0.302
H  0.755  -0.439  -5.406  -0.348
H  -1.467  1.512  -4.852  0.343
H  -1.183  0.637  -6.352  0.478
H  0.007  1.797  -5.851  0.454
H  1.733  1.910  -4.567  0.352
H  2.574  0.406  -4.268  -0.175
H  2.364  -0.113  -1.469  0.269
H  3.397  0.816  0.535  0.530
H  4.192  3.166  0.541  0.467
H  3.853  4.568  -1.465  0.431
H  2.756  3.619  -3.480  0.417
H  -2.930  -4.972  -5.976  0.219
H  -2.545  -3.609  -6.793  0.214
H  -3.535  -3.093  -3.272  0.353
F  3.732  3.958  4.779  -0.205
C  3.290  3.504  5.968  0.069
F  3.954  2.359  6.253  -0.272
C  1.791  3.202  5.932  0.886
F  1.549  2.171  5.097  -0.258
F  1.487  2.782  7.198  -0.344
C  0.826  4.358  5.635  -0.318
O  0.344  4.495  4.314  -0.387
C  1.024  5.192  3.357  0.813
F  2.058  5.886  3.871  -0.307
F  0.165  6.089  2.826  -0.299
C  1.468  4.289  2.203  0.296
F  2.232  3.274  2.655  -0.222
F  2.201  5.015  1.330  -0.286
H  3.514  4.241  6.745  0.269
H  -0.066  4.122  6.209  -0.056
H  1.198  5.305  6.028  0.411
H  0.598  3.876  1.687  0.201
F  -5.140  3.978  6.495  -0.223
C  -3.981  4.504  6.933  0.018
F  -3.496  5.325  5.973  -0.249
C  -2.942  3.414  7.204  1.134
F  -2.588  2.808  6.053  -0.257
F  -1.839  4.087  7.662  -0.362
C  -3.262  2.362  8.274  -0.901
O  -3.761  1.116  7.839  -0.384
C  -5.095  0.899  7.634  0.799
F  -5.850  1.912  8.094  -0.285
F  -5.432  -0.205  8.336  -0.305
C  -5.400  0.584  6.166  0.196
F  -4.975  1.582  5.367  -0.216
F  -6.737  0.458  6.021  -0.264
H  -4.164  5.091  7.838  0.290
H  -2.295  2.115  8.711  0.444
H  -3.867  2.782  9.078  0.331
H  -4.910  -0.347  5.875  0.255

- gap between HOMO and LUMO (eV) = 8.06
- HOMO level (eV) = -7.63
- SMILES = CC(=O)OCP(CCC(C)C)(Cc1ccccc1C)(C[C@@H](C)OCc1ccccc1)B(N)O.FC(F)C(F)(F)COC(F)(F)C(F)F.FC(F)C(F)(F)COC(F)(F)C(F)F

---

2.
DFT (the ωB97M-V functional and the def2-TZVPD basis) results for C36H49BrHgN3P2S as an isolated structure.

Each line ends with the Mulliken charge.
Element x y z (Å)
Hg  0.418  -0.090  -0.753  2.422
C  -1.632  -0.984  -4.077  -1.663
C  -2.468  -0.590  -2.853  1.693
C  -3.958  -0.756  -3.139  -1.654
P  -1.678  -1.363  -1.376  0.285
C  -1.389  -3.141  -1.695  0.494
C  -2.661  -3.960  -1.892  -1.475
C  -0.541  -3.708  -0.556  -1.285
C  -2.712  -1.187  0.094  0.136
C  -4.099  -1.366  0.024  -0.871
C  -4.962  -1.061  1.057  0.239
C  -6.443  -1.298  0.950  -1.743
C  -4.384  -0.503  2.201  -1.123
C  -3.023  -0.344  2.325  -0.244
C  -2.112  -0.748  1.313  -1.258
N  -0.757  -0.623  1.404  1.071
C  -0.067  -0.499  2.579  -0.476
C  -0.498  -1.054  3.806  -0.450
C  0.240  -0.956  4.966  -1.031
C  1.473  -0.307  5.005  0.246
C  2.286  -0.200  6.266  -1.680
C  1.939  0.191  3.802  -0.332
C  1.226  0.114  2.601  -0.115
P  2.076  0.506  1.050  0.073
C  3.443  -0.708  0.877  1.082
C  4.721  -0.418  1.658  -1.536
C  2.914  -2.104  1.193  -1.610
C  2.840  2.184  1.044  0.963
C  1.865  3.219  0.483  -1.348
C  3.438  2.701  2.351  -1.840
H  -1.880  -0.330  -4.914  0.424
H  -1.859  -2.008  -4.383  0.353
H  -0.557  -0.923  -3.893  0.276
H  -2.289  0.474  -2.661  -0.526
H  -4.242  -1.798  -3.289  0.199
H  -4.194  -0.222  -4.063  0.456
H  -4.582  -0.338  -2.350  0.514
H  -0.785  -3.160  -2.608  0.724
H  -3.284  -3.931  -0.996  0.249
H  -2.399  -5.004  -2.079  0.456
H  -3.257  -3.615  -2.737  0.305
H  -1.045  -3.592  0.407  0.192
H  0.429  -3.216  -0.499  -0.001
H  -0.367  -4.773  -0.723  0.548
H  -4.525  -1.761  -0.891  0.523
H  -6.720  -1.580  -0.066  0.354
H  -7.013  -0.403  1.210  0.380
H  -6.777  -2.098  1.614  0.332
H  -5.022  -0.182  3.019  0.388
H  -2.633  0.107  3.226  0.626
H  -1.424  -1.610  3.827  0.632
H  -0.150  -1.412  5.870  0.336
H  1.714  -0.542  7.129  0.375
H  2.592  0.829  6.462  0.352
H  3.193  -0.805  6.214  0.309
H  2.920  0.649  3.794  0.424
H  3.654  -0.671  -0.199  0.245
H  4.547  -0.426  2.735  0.240
H  5.174  0.536  1.385  0.352
H  5.455  -1.198  1.444  0.459
H  2.751  -2.227  2.265  0.331
H  3.640  -2.849  0.861  0.562
H  1.971  -2.312  0.687  0.172
H  3.647  2.057  0.310  0.492
H  0.979  3.305  1.116  0.297
H  1.544  2.967  -0.528  -0.001
H  2.346  4.199  0.455  0.594
H  2.651  2.891  3.083  0.357
H  3.945  3.649  2.157  0.493
H  4.164  2.025  2.798  0.340
Br  -0.032  2.380  -3.300  -0.017
C  -1.064  2.904  -1.810  0.116
C  -1.802  4.082  -1.847  -0.869
C  -2.507  4.418  -0.705  -0.432
C  -2.456  3.598  0.413  -1.036
C  -1.691  2.445  0.345  -0.313
N  -1.012  2.116  -0.755  0.246
H  -1.812  4.696  -2.734  0.494
H  -3.098  5.325  -0.689  0.388
H  -2.995  3.836  1.319  0.507
H  -1.601  1.753  1.173  0.522
S  2.037  -1.362  -2.437  -0.397
C  2.893  -0.036  -3.208  -0.055
N  3.115  -0.192  -4.573  -0.043
C  3.785  0.778  -5.320  -0.563
C  4.207  1.923  -4.717  -0.517
C  3.992  2.139  -3.344  -0.694
C  3.332  1.104  -2.611  -0.053
H  2.776  -1.032  -5.004  0.217
H  3.932  0.559  -6.365  0.394
H  4.717  2.662  -5.321  0.364
H  4.325  3.043  -2.858  0.446
H  3.150  1.214  -1.549  0.191

- expectation value of S² = 0.770
- energy relative to the best compared isomer or geometry (same formula, charge and spin) (kcal per mole) = 0.2
- gap between HOMO and LUMO (spin up / spin down) (eV) = 4.90 / 6.86
- 2S+1 = 2
- HOMO level (spin up / spin down) (eV) = -4.54 / -6.50

---

3.
DFT (the ωB97M-V functional and the def2-TZVPD basis) results for C36H49IN3O4SW as an isolated structure.

Each line ends with the Mulliken charge.
Element x y z (Å)
W  0.812  -0.123  -0.092  1.902
C  0.923  1.169  -2.043  -1.023
C  0.245  2.240  -1.379  0.963
C  -1.060  1.761  -1.057  0.834
C  -1.092  0.395  -1.468  -2.180
C  0.079  0.034  -2.200  2.059
C  0.146  -0.992  -3.321  1.796
C  -0.543  -0.332  -4.529  -1.734
C  1.587  -1.323  -3.711  -1.365
C  -0.614  -2.266  -2.960  -1.520
C  -2.385  2.471  -0.736  1.560
C  -2.996  2.783  -2.121  -1.645
C  -3.394  1.573  -0.007  -1.788
C  -2.304  3.766  0.074  -1.802
C  0.890  3.623  -1.284  2.012
C  0.234  4.522  -2.352  -1.745
C  2.381  3.556  -1.648  -2.032
C  0.802  4.273  0.115  -1.435
H  1.901  1.256  -2.483  0.519
H  -1.944  -0.256  -1.358  0.504
H  -0.028  0.586  -4.816  0.312
H  -1.580  -0.085  -4.297  0.289
H  -0.535  -1.010  -5.383  0.451
H  2.147  -0.424  -3.970  0.328
H  1.584  -1.968  -4.591  0.451
H  2.118  -1.847  -2.918  0.111
H  -1.658  -2.056  -2.723  0.298
H  -0.163  -2.766  -2.105  0.034
H  -0.600  -2.955  -3.805  0.590
H  -3.169  1.862  -2.680  0.306
H  -2.351  3.422  -2.720  0.310
H  -3.954  3.286  -1.989  0.463
H  -3.595  0.637  -0.525  0.317
H  -4.340  2.111  0.056  0.608
H  -3.081  1.340  1.007  0.171
H  -1.689  4.526  -0.395  0.187
H  -1.930  3.589  1.082  0.195
H  -3.311  4.174  0.168  0.596
H  0.259  4.039  -3.330  0.339
H  0.792  5.457  -2.418  0.528
H  -0.798  4.768  -2.120  0.284
H  2.543  3.270  -2.687  0.384
H  2.926  2.868  -1.002  0.391
H  2.812  4.548  -1.514  0.474
H  0.055  3.813  0.753  -0.079
H  0.560  5.333  0.028  0.393
H  1.760  4.205  0.630  0.406
S  3.233  0.303  -0.209  -0.710
C  3.249  -1.425  -0.454  0.496
C  4.345  -2.260  -0.607  -0.833
C  4.118  -3.622  -0.681  -0.595
C  2.818  -4.114  -0.576  -1.057
C  1.777  -3.223  -0.441  0.272
N  1.988  -1.900  -0.422  0.468
H  5.340  -1.841  -0.648  0.578
H  4.948  -4.304  -0.799  0.480
H  2.619  -5.175  -0.598  0.500
H  0.751  -3.541  -0.330  -0.078
I  2.161  4.014  4.631  0.173
C  1.120  2.793  3.334  -1.582
C  -0.225  2.480  3.359  -0.102
N  -0.454  1.671  2.316  0.629
N  0.665  1.440  1.615  -0.179
C  1.634  2.108  2.232  -0.721
H  -1.007  2.764  4.042  0.614
H  -1.254  1.067  2.113  -0.198
H  2.647  2.088  1.866  0.748
O  -3.954  -1.862  2.818  -0.746
C  -3.562  -2.860  2.016  0.352
C  -4.307  -4.042  2.045  -0.825
C  -3.971  -5.095  1.226  -0.359
C  -2.886  -5.002  0.350  -1.504
C  -2.139  -3.849  0.326  0.026
C  -2.447  -2.765  1.161  -0.342
C  -1.636  -1.539  1.139  1.220
O  -1.988  -0.521  1.762  -1.056
O  -0.555  -1.569  0.423  -0.055
H  -3.373  -1.096  2.638  0.260
H  -5.152  -4.093  2.718  0.496
H  -4.562  -6.000  1.255  0.404
H  -2.641  -5.827  -0.304  0.465
H  -1.313  -3.752  -0.361  0.538
C  1.528  -1.043  4.632  -0.596
C  2.909  -1.555  4.195  -0.682
C  2.816  -1.618  2.661  -0.522
O  1.531  -1.079  2.303  0.371
C  0.665  -1.335  3.418  -0.638
H  1.552  0.033  4.813  0.142
H  1.159  -1.532  5.532  0.428
H  3.114  -2.542  4.606  0.318
H  3.705  -0.888  4.518  0.282
H  2.883  -2.649  2.298  0.171
H  3.573  -1.013  2.166  0.334
H  0.344  -2.384  3.394  0.473
H  -0.207  -0.697  3.329  0.126

- net charge = +1
- expectation value of S² = 2.020
- energy relative to the best compared isomer or geometry (same formula, charge and spin) (kcal per mole) = 18.8
- gap between HOMO and LUMO (spin up / spin down) (eV) = 7.37 / 7.71
- 2S+1 = 3
- HOMO level (spin up / spin down) (eV) = -9.99 / -10.91

---

4.
DFT (the ωB97M-V functional and the def2-TZVPD basis) results for C36H50As3GeLaN4S5Sb as an isolated structure.

Each line ends with the Mulliken charge.
Element x y z (Å)
La  0.000  0.000  0.000  0.878
C  -3.567  2.393  1.112  -1.099
As  -1.813  1.772  1.772  0.407
C  -2.550  1.084  3.472  -1.347
C  -1.210  3.583  2.370  -1.954
C  0.070  3.797  3.264  2.514
C  0.080  5.322  3.571  -2.098
C  1.413  3.494  2.511  -1.547
As  1.735  1.694  1.694  0.305
C  3.509  2.152  0.963  -0.677
C  2.468  0.672  3.207  -0.730
C  -0.070  3.027  4.612  -0.909
As  1.015  3.708  6.157  0.226
C  2.674  2.672  5.962  -0.994
C  0.234  2.470  7.479  -1.144
H  -4.195  1.514  0.860  0.337
H  -3.423  3.015  0.205  0.343
H  -4.081  2.994  1.891  0.382
H  -3.135  1.869  3.991  0.398
H  -1.738  0.722  4.130  0.284
H  -3.210  0.221  3.250  0.467
H  -2.085  4.002  2.914  0.572
H  -1.094  4.182  1.440  0.409
H  0.108  5.916  2.631  0.478
H  0.971  5.623  4.158  0.495
H  -0.829  5.623  4.137  0.392
H  2.279  3.744  3.154  0.441
H  1.458  4.181  1.638  0.547
H  4.148  2.597  1.754  0.403
H  3.389  2.882  0.137  0.349
H  3.995  1.234  0.573  0.023
H  3.299  1.228  3.677  0.561
H  2.870  -0.287  2.822  0.092
H  1.672  0.442  3.940  0.353
H  0.072  1.942  4.478  -0.231
H  -1.108  3.189  4.971  0.779
H  3.260  3.049  5.103  0.235
H  2.440  1.596  5.847  0.241
H  3.282  2.799  6.880  0.494
H  -0.821  2.758  7.670  0.342
H  0.806  2.541  8.428  0.386
H  0.268  1.428  7.101  0.294
S  -4.757  0.000  -2.257  -0.636
Sb  -2.816  0.000  -2.872  0.858
S  -1.646  1.675  -1.646  -0.588
S  -1.646  -1.675  -1.646  -0.488
S  -2.477  0.000  -5.301  -0.679
S  -1.595  -1.588  1.588  -0.562
C  -0.291  -2.782  1.644  0.178
N  -0.569  -3.986  2.086  -0.374
N  -1.843  -4.190  2.568  -0.179
C  -2.504  -5.394  2.258  0.239
C  -1.818  -6.554  1.882  -0.086
C  -2.504  -7.750  1.645  -0.561
C  -3.887  -7.806  1.810  -0.371
C  -4.581  -6.670  2.221  -0.585
C  -3.890  -5.478  2.453  -0.389
N  1.009  -2.598  1.203  -0.245
N  1.465  -1.458  1.458  0.254
C  2.810  -1.374  1.064  1.436
C  3.808  -2.115  1.711  0.099
C  5.146  -1.991  1.333  -0.890
C  5.500  -1.114  0.308  -1.288
C  4.517  -0.363  -0.336  -0.841
C  3.179  -0.490  0.045  -1.458
H  -2.424  -3.348  2.413  0.256
H  -0.738  -6.516  1.762  0.416
H  -1.952  -8.631  1.334  0.354
H  -4.420  -8.733  1.626  0.353
H  -5.656  -6.705  2.364  0.341
H  -4.435  -4.597  2.782  0.334
H  3.525  -2.794  2.512  0.503
H  5.906  -2.578  1.841  0.408
H  6.540  -1.017  0.012  0.371
H  4.787  0.323  -1.134  0.441
H  2.407  0.094  -0.450  0.235
Ge  1.799  -1.799  -1.799  2.060
C  2.726  -3.372  -1.191  0.934
C  1.994  -4.484  -0.754  -0.137
C  2.660  -5.632  -0.311  -0.625
C  4.057  -5.672  -0.303  -0.673
C  4.790  -4.563  -0.737  -0.676
C  4.126  -3.414  -1.180  -0.508
C  2.194  -1.446  -3.649  0.360
C  3.505  -1.161  -4.056  -0.146
C  3.781  -0.906  -5.403  -0.754
C  2.750  -0.935  -6.347  -0.444
C  1.441  -1.218  -5.944  -0.723
C  1.163  -1.473  -4.597  -0.562
H  0.274  -2.043  -1.661  -0.973
H  0.912  -4.463  -0.757  0.485
H  2.093  -6.490  0.025  0.424
H  4.572  -6.560  0.040  0.395
H  5.872  -4.593  -0.729  0.465
H  4.704  -2.562  -1.510  0.299
H  4.309  -1.132  -3.335  0.127
H  4.794  -0.686  -5.715  0.401
H  2.965  -0.738  -7.389  0.371
H  0.643  -1.240  -6.675  0.405
H  0.147  -1.691  -4.294  0.311
H  1.315  1.315  -1.315  -0.374

- net charge = -1
- gap between HOMO and LUMO (spin up / spin down) (eV) = 3.93 / 3.93
- HOMO level (spin up / spin down) (eV) = -4.09 / -4.09

---

Max |F| across the listed records, respectively: 1.47; 0.52; 0.47; 7.72 eV/A.